(1)
ORCA calculation (ωB97M-V/def2-TZVPD) on an isolated molecule of C2H2O3 in a non-equilibrium geometry.

Last column: natural (NBO) charge in e.
CARTESIAN COORDINATES (ANGSTROEM)
O: -1.877 0.412 -1.080  -0.5340
C: -0.913 0.495 -0.360  0.7696
O: -0.290 1.180 0.547  -0.5073
C: 0.626 -0.010 -0.127  0.2218
O: 0.859 -1.139 0.534  -0.6464
H: 1.557 0.503 -0.421  0.2041
H: 0.038 -1.441 0.907  0.4922

Properties
Max |F|: 0.077 Eh/bohr
Net charge: 0
SMILES string: O=C1O[C@H]1O
DFT total energy: -8246.5839 eV
Highest occupied orbital energy: -9.840 eV



(2)
ORCA calculation (ωB97M-V/def2-TZVPD) on a structure of composition C24H35Cl2N2O4PS4SbSe4Ti in a non-equilibrium geometry.

Last column: Mulliken charge in e.
CARTESIAN COORDINATES (ANGSTROEM)
Ti: -0.723 0.948 -0.408  -0.5345
S: -3.100 -3.597 1.534  -0.6443
Sb: -2.876 -1.395 1.162  0.3714
S: -0.444 1.368 2.959  0.0328
S: -0.601 -1.268 0.371  -0.1739
S: -1.682 -0.062 3.536  -0.3009
Se: 1.782 0.787 2.604  0.2385
Se: 2.264 3.032 2.170  -0.2515
Se: 2.354 3.338 -0.153  -0.2276
Se: 0.240 3.335 -1.140  -0.2807
O: -1.913 1.558 0.798  0.5752
N: -0.668 1.851 1.361  -0.2063
C: 5.207 -1.046 0.004  -1.5160
C: 4.753 -1.864 1.216  0.3157
C: 5.029 -1.047 2.478  -1.5002
P: 2.948 -2.293 1.012  0.4612
C: 2.502 -3.027 2.666  1.0497
C: 3.476 -4.001 3.335  -1.8759
C: 1.088 -3.611 2.643  -1.3102
C: 3.085 -3.680 -0.233  0.7367
C: 1.777 -3.818 -1.016  -1.1908
C: 3.548 -5.049 0.259  -1.7577
H: 6.285 -0.870 0.043  0.4597
H: 4.708 -0.074 0.000  0.1979
H: 4.989 -1.535 -0.946  0.3474
H: 5.335 -2.793 1.252  0.3942
H: 4.569 -0.059 2.402  0.2044
H: 6.104 -0.895 2.599  0.4689
H: 4.654 -1.513 3.387  0.3123
H: 2.457 -2.124 3.288  0.2703
H: 3.359 -5.010 2.944  0.3456
H: 3.260 -4.045 4.406  0.4591
H: 4.522 -3.717 3.223  0.3795
H: 0.799 -3.927 3.648  0.4784
H: 1.025 -4.486 1.994  0.1267
H: 0.351 -2.890 2.294  0.1608
H: 3.851 -3.306 -0.921  0.2388
H: 0.973 -4.198 -0.384  0.2578
H: 1.906 -4.509 -1.853  0.4810
H: 1.433 -2.862 -1.409  -0.0879
H: 2.795 -5.514 0.894  0.2807
H: 4.484 -5.001 0.817  0.3221
H: 3.706 -5.713 -0.595  0.4988
Cl: -2.736 4.411 0.397  -0.0844
C: -4.217 3.561 0.668  1.0287
C: -4.708 3.613 1.966  -0.8185
C: -5.746 2.801 2.373  -0.4571
C: -6.285 1.900 1.470  -0.6859
C: -5.820 1.876 0.175  0.7332
Cl: -6.516 0.701 -0.913  -0.2743
C: -4.803 2.725 -0.305  -0.7426
N: -4.455 2.567 -1.640  -0.0621
C: -3.773 3.357 -2.573  0.3394
C: -3.944 4.740 -2.630  -0.2799
C: -3.233 5.500 -3.539  -0.5076
C: -2.369 4.894 -4.439  -0.8199
C: -2.257 3.515 -4.444  -0.6739
C: -2.957 2.724 -3.541  0.5178
C: -2.804 1.209 -3.612  -1.6091
C: -1.992 0.702 -2.441  1.2092
O: -2.554 0.338 -1.373  -0.2625
O: -0.727 0.750 -2.462  -0.5125
H: -4.211 4.269 2.666  0.4276
H: -6.102 2.837 3.392  0.3728
H: -7.061 1.206 1.760  0.4048
H: -4.622 1.622 -1.941  0.1476
H: -4.633 5.212 -1.947  0.4801
H: -3.353 6.575 -3.538  0.3878
H: -1.791 5.488 -5.134  0.3777
H: -1.605 3.029 -5.159  0.3387
H: -2.279 0.955 -4.532  0.5278
H: -3.772 0.702 -3.612  0.3658
C: 2.036 0.212 -1.918  -1.1380
O: 1.453 0.403 -0.631  1.3999
H: 1.612 -0.663 -2.414  0.2145
H: 3.116 0.103 -1.812  0.1488
H: 1.810 1.102 -2.502  0.4261
H: 1.688 -0.355 -0.052  -0.5274

Properties
Max |F|: 0.027 Eh/bohr
Net charge: -1
DFT total energy: -405345.7325 eV
Highest occupied orbital energy: -4.855 eV